Computed, not measured: an isolated molecule of C8H12O2 in a non-equilibrium geometry, with ωB97M-V/def2-TZVPD.

Geometry as XYZ:
```
22
Properties=species:S:1:pos:R:3:forces:R:3
O -3.55668 0.03396 -0.53146 -0.4 -0.3 0.5
C 2.05261 -0.23811 0.16688 1.0 0.6 0.2
H 3.63226 -1.28908 -0.66776 0.1 1.2 -0.7
H -0.26161 1.60312 1.53141 0.4 0.3 0.9
H 1.74601 -1.07280 0.90634 1.1 1.3 -1.6
C 3.32602 -0.19551 -0.72242 0.0 -2.5 -0.5
H -1.75219 1.81666 -0.21502 0.2 -0.2 0.2
C -1.89343 -1.49682 0.37871 -1.2 -0.3 -0.1
H -0.76687 0.61386 -1.12957 -1.8 -0.3 1.2
H -0.07574 -0.23231 1.46123 -0.6 1.3 -0.3
H 0.53169 2.60175 -0.53750 2.3 -2.7 -0.3
H -3.41164 -0.47129 -1.33563 0.0 -0.1 -0.1
C -1.65784 -2.66557 0.48891 0.7 0.0 0.0
C -1.32418 0.80671 -0.13189 2.2 0.0 -0.5
H 4.25557 0.35062 -0.45761 -1.0 0.1 0.6
O 1.25576 1.86676 -0.74675 -1.1 1.3 1.0
H -2.68099 0.13278 1.41997 -0.1 -0.3 -2.1
H -1.21448 -3.62246 0.58735 -0.2 -0.3 0.0
C -2.43996 -0.14147 0.30459 1.0 1.0 1.2
C 1.20357 0.77395 0.14506 -2.5 1.6 -0.1
H 3.14846 0.07502 -1.81487 -0.2 -0.4 1.5
C -0.11634 0.75025 0.90004 -0.1 -1.3 -0.9
```
Forces are in eV/Å.

Calculated total energy ... -462.3652 Ha
HOMO-LUMO gap ... 9.4 eV
Energy relative to the best compared isomer or geometry (same formula, charge and spin) ... 88.53 kcal/mol
HOMO level ... -8.75 eV
E_LUMO ... 0.0257 Eh
SMILES string ... C#C[C@H](O)CC/C(O)=C/C
Molecular weight ... 140.18 g/mol



Computed, not measured: an isolated molecule of C8H12O3P2 in a non-equilibrium geometry, with ωB97M-V/def2-TZVPD.

Geometry as XYZ:
```
25
Properties=species:S:1:pos:R:3:forces:R:3
H 1.56216 -2.32740 0.68846 0.6 0.7 0.4
H 3.04637 -1.74716 -0.13413 -0.7 0.0 0.8
C 1.68020 -0.11981 0.24238 0.2 1.0 0.8
H -3.02985 -1.95005 2.18990 0.3 0.0 -0.3
H 0.39510 3.52656 -0.80482 0.3 -1.0 0.3
P -2.94550 -0.77648 0.42706 -2.8 -0.1 1.6
H -2.41772 1.38036 0.40745 -0.1 -0.3 0.4
C 0.08865 1.32869 -1.05641 2.0 0.4 1.4
C 0.56248 0.00297 -0.68267 0.6 0.8 0.4
C -0.11893 -1.28674 -1.26668 0.2 1.1 0.7
H 0.35729 -1.62458 -2.22664 -0.6 0.4 0.8
O -3.05220 0.81517 0.88681 1.1 -1.3 -0.6
O -2.26216 -1.71536 1.63139 -0.1 1.7 -1.3
C 2.30367 -1.49564 0.68070 0.2 0.7 -1.5
C 2.30307 1.06709 0.82675 -1.6 0.9 -1.4
O -4.35326 -1.26964 0.29053 1.4 0.6 -0.1
H -0.73610 1.49043 -1.78016 0.7 -0.3 0.6
P -1.99011 -1.09998 -1.50425 0.6 -1.4 -0.6
C 0.73877 2.51192 -0.49972 0.4 -1.7 0.5
H -0.01094 -2.14280 -0.54542 -0.2 0.8 -0.7
H 3.14579 1.00680 1.55212 -0.8 -0.2 -0.7
C 1.83230 2.39112 0.45493 -1.2 -1.5 -1.1
H -2.26216 0.10127 -2.24379 0.4 -0.2 0.8
H 2.26141 3.33834 0.84675 -0.2 -1.0 -0.2
H 2.90168 -1.40508 1.61948 -0.8 -0.1 -0.7
```
Forces are in eV/Å.

Calculated total energy ... -1220.4981 Ha
HOMO-LUMO gap ... 9.5 eV
HOMO level ... -9.11 eV
E_LUMO ... 0.0155 Eh
SMILES string ... Cc1ccccc1CPP(=O)(O)O
Molecular weight ... 218.13 g/mol



Computed, not measured: an isolated molecule of C8H12P2 in a non-equilibrium geometry, with ωB97M-V/def2-TZVPD.

Geometry as XYZ:
```
22
Properties=species:S:1:pos:R:3:forces:R:3
C 1.76178 0.05064 0.43966 0.3 0.2 0.0
C 1.20612 -1.33207 0.31880 0.1 0.0 0.0
C -0.06755 -1.70537 0.28669 0.2 -0.5 0.1
H 3.62922 -0.60802 -0.99742 0.2 -0.3 -0.1
H 3.58676 1.34860 -0.56735 0.2 0.4 0.1
H -1.54123 -0.53750 1.40272 0.0 0.0 0.1
H -2.76468 1.55414 -0.57932 -0.5 -0.2 -0.3
H -1.99548 2.15541 1.19857 -0.1 0.0 0.5
H 1.21274 2.13691 0.52937 0.0 -0.1 0.1
H 0.38655 1.13178 1.71349 0.0 0.0 0.0
C 0.73084 1.15813 0.67540 0.2 0.0 0.0
P 2.71042 0.43311 -1.15638 -0.5 -0.1 0.2
P -1.69868 2.33880 -0.15181 0.3 0.3 -0.2
C -1.24839 -0.83379 0.40039 1.7 3.6 -0.8
H 1.96592 -2.09689 0.20382 0.0 -0.1 0.0
H -0.29889 -2.75641 0.14287 0.1 -0.1 0.0
H 2.50448 0.05424 1.25112 -0.2 0.0 -0.2
H -3.96382 -1.71269 -1.89391 -0.4 -0.1 -0.4
H -0.16023 0.79462 -1.27366 -0.1 -0.1 -0.1
C -3.18894 -1.44910 -1.23681 0.4 0.2 0.4
C -0.44327 1.03275 -0.25129 -1.4 -2.8 1.1
C -2.32367 -1.15730 -0.45494 -0.6 -0.2 -0.5
```
Forces are in eV/Å.

Calculated total energy ... -994.5579 Ha
HOMO-LUMO gap ... 8.8 eV
Energy relative to the best compared isomer or geometry (same formula, charge and spin) ... 55.01 kcal/mol
HOMO level ... -8.12 eV
E_LUMO ... 0.0232 Eh
Molecular weight ... 170.13 g/mol



Computed, not measured: a structure of composition C8H13BN2Pt in a non-equilibrium geometry, with ωB97M-V/def2-TZVPD.

Geometry as XYZ:
```
25
Properties=species:S:1:pos:R:3:forces:R:3
H -0.90560 0.59473 4.53653 0.4 -0.3 0.0
Pt -0.79896 -0.66872 0.04633 -0.7 3.1 -0.3
H -0.58993 2.43018 0.91832 0.1 -0.3 0.0
N 0.24976 -0.38556 1.78334 0.2 -0.4 2.8
C 0.28588 -0.31548 2.95848 -0.5 0.0 -2.7
H -1.00366 0.60165 -3.05590 0.2 0.1 0.3
C 1.77312 -1.83146 -0.51133 -1.1 -0.1 0.6
H 2.46435 -1.73491 0.32323 -0.4 0.0 0.1
H 2.20914 -1.53882 -1.46165 -0.4 -0.4 -0.1
H 0.02405 -1.16936 4.99705 0.1 0.3 0.0
H -3.04051 -0.35865 -0.13908 -0.5 0.8 -0.2
C 0.38616 -2.17681 -0.34008 1.7 -2.6 -1.0
C -1.34864 1.36350 -0.93586 1.4 2.3 -0.9
N -2.90306 0.68730 0.03413 -1.3 -2.5 1.9
C -0.56579 0.91878 -2.10960 0.0 -0.8 1.0
H -2.34199 1.84190 -1.08193 1.4 0.3 -0.5
B 0.13305 -0.07455 4.46558 0.0 0.2 0.8
C 0.79785 0.93561 -1.77452 0.5 1.1 1.3
H 1.90515 1.72341 0.03948 -0.4 -0.2 0.0
H -0.11027 -2.65193 -1.22325 0.4 0.6 0.2
C 0.95217 1.50945 -0.44314 0.2 -0.6 -2.5
C -0.34374 1.84224 0.04279 -1.8 -0.4 -1.0
H 1.62429 0.61329 -2.40118 -0.2 0.1 0.1
H 1.11968 0.56362 4.81570 -0.3 -0.2 0.1
H 0.02750 -2.71939 0.55166 1.0 -0.2 0.0
```
Forces are in eV/Å.

Calculated total energy ... -565.8721 Ha
HOMO-LUMO gap (spin up / spin down) ... 6.3 / 6.1 eV
Energy relative to the best compared isomer or geometry (same formula, charge and spin) ... 42.29 kcal/mol
HOMO level (spin up / spin down) ... -7.70 / -9.08 eV
E_LUMO (spin up / spin down) ... -0.0516 / -0.1085 Eh
Molecular weight ... 343.10 g/mol
2S+1 ... 5



Computed, not measured: an isolated molecule of C8H13BO3 in a non-equilibrium geometry, with ωB97M-V/def2-TZVPD.

Geometry as XYZ:
```
25
Properties=species:S:1:pos:R:3:forces:R:3
O 1.88039 1.25088 1.52290 -1.3 -1.3 1.8
C 2.65784 1.56326 0.50720 1.4 2.2 1.1
H 3.31990 2.51919 0.72222 -1.8 -1.9 -0.5
O -2.63100 0.94794 0.70447 -1.5 1.2 0.4
H -0.25045 -1.86122 1.53151 1.0 -0.5 0.2
O -2.31081 2.30789 -1.10644 -0.2 0.0 -0.3
C 0.02805 -0.43642 -0.14490 -1.3 -1.2 -1.3
H 3.55329 1.35818 -1.22610 0.1 -0.6 -0.2
H -2.42163 -2.73653 1.32066 0.8 1.4 -1.6
H -1.94793 2.08062 -1.95976 0.1 0.7 -0.7
H -2.94714 -1.51309 0.04112 1.6 -0.7 0.3
C 2.44089 -0.51092 -0.86721 0.0 -0.5 0.6
C -2.03512 -2.10083 0.40277 -0.6 -1.7 0.3
B -1.82400 1.29045 -0.31192 -0.1 0.0 -0.2
H 3.42742 -0.98699 -1.09362 -1.5 -0.8 -0.4
C 2.84434 0.85093 -0.57493 0.5 0.8 -1.5
H 1.47684 0.32885 1.48522 0.9 1.7 -0.4
C -0.80303 -1.24429 0.86139 -2.0 1.6 0.5
H -1.24298 -0.44540 1.51458 0.4 -0.9 -0.3
H -1.72724 -2.91827 -0.34625 -0.5 1.4 0.8
H -0.03697 1.28407 -1.39464 1.5 0.3 -1.4
H -3.33168 1.61408 0.48254 0.0 -0.9 1.1
H 1.17255 -2.17335 -0.71292 -0.1 -0.8 -0.1
C 1.23633 -1.11617 -0.62823 2.3 1.6 0.0
C -0.52785 0.64711 -0.72967 0.4 -1.1 1.9
```
Forces are in eV/Å.

Calculated total energy ... -563.2021 Ha
HOMO-LUMO gap ... 8.6 eV
Energy relative to the best compared isomer or geometry (same formula, charge and spin) ... 49.34 kcal/mol
HOMO level ... -8.35 eV
E_LUMO ... 0.0076 Eh
SMILES string ... CCC(/C=C\C=C/O)=C\B(O)O
Molecular weight ... 168.00 g/mol



Computed, not measured: the ion C8H13BrNO5 with charge +1 in a non-equilibrium geometry, with ωB97M-V/def2-TZVPD.

Geometry as XYZ:
```
28
Properties=species:S:1:pos:R:3:forces:R:3
O 1.11149 -2.05609 0.23509 -1.0 -0.5 0.6
C -0.82699 -0.28750 -2.80951 -3.6 1.1 -0.3
H 4.00267 0.62912 -0.90200 -0.1 -0.6 -0.3
H -3.16477 3.19212 0.45428 0.1 -0.6 1.9
O -2.17351 1.49493 1.25169 0.2 1.4 1.0
N 3.14591 0.82646 -0.40764 1.0 2.9 2.3
Br -1.95358 -1.58561 0.10398 -1.4 -2.8 1.0
C -3.21655 2.54082 1.40400 0.8 0.4 -2.1
H 0.44456 -1.94947 2.19135 0.5 -0.7 0.1
H -3.07757 3.04531 2.35749 0.0 -0.2 -0.3
H -0.09937 -0.28303 -3.59527 0.5 -0.3 -0.2
C 1.25082 -0.71220 0.04306 0.6 0.7 0.3
H 0.87970 -3.60994 1.49859 0.0 0.2 0.4
O 0.92700 -0.53897 -1.35695 3.3 -1.0 1.8
H 3.34331 -1.11976 0.12816 -0.5 0.1 1.1
H -1.59794 -1.12510 -2.89915 1.5 0.3 0.3
C 2.72490 -0.25664 0.45593 -0.7 -1.4 -5.5
C 1.16599 -2.56767 1.62403 1.1 1.2 -0.3
H -1.56163 0.53806 -3.02002 0.9 -0.3 0.2
H 2.23624 -2.46070 2.04464 -1.7 -0.2 -0.7
O 0.23779 0.08697 0.74737 -0.8 -0.5 -1.0
O -2.73058 1.44377 -0.90754 0.5 -0.1 -0.4
H 2.68234 -0.04790 1.44370 0.3 0.5 3.2
C -2.01529 1.16426 0.01306 0.2 -0.9 -0.1
H -4.09698 1.96350 1.27404 -1.3 0.0 0.5
C -0.87563 0.13668 -0.11151 3.7 1.5 -3.3
C -0.25742 -0.09590 -1.47789 -3.0 1.2 1.0
H 3.49507 1.63448 0.21702 -1.2 -1.4 -1.3
```
Forces are in eV/Å.

Calculated total energy ... -3317.1522 Ha
Net charge ... +1
HOMO-LUMO gap (spin up / spin down) ... 7.6 / 4.5 eV
HOMO level (spin up / spin down) ... -11.13 / -13.17 eV
E_LUMO (spin up / spin down) ... -0.1311 / -0.3189 Eh
Molecular weight ... 283.10 g/mol
2S+1 ... 3



Computed, not measured: a cluster of 2 separate species, C8H13BrNPS in total in a non-equilibrium geometry, with ωB97M-V/def2-TZVPD.

Geometry as XYZ:
```
25
Properties=species:S:1:pos:R:3:forces:R:3
N 0.15120 -0.39054 -1.21597 -1.4 -1.3 -4.1
C 1.37225 0.26524 0.93168 0.5 -2.2 -0.8
H 0.89839 -0.30806 -3.12364 -0.3 -0.9 -1.6
C -3.27170 -0.99932 1.92396 0.2 -2.7 -0.8
H 2.05880 0.10127 -1.80793 -0.4 -0.2 -0.7
H -3.27821 -1.07084 2.99009 -0.1 0.7 0.5
C -3.11992 -0.31861 -0.30081 0.2 0.2 -0.3
H 1.12119 1.28012 1.11750 0.4 1.1 0.3
C 1.00526 0.14956 -2.19892 1.8 2.0 3.3
H -3.26136 1.17686 1.31214 0.6 -2.1 -0.2
H -0.00856 -1.29609 0.52828 -0.7 -0.7 0.2
H 0.90364 1.25348 -2.29145 -0.3 -0.3 -0.1
H -0.79939 0.31482 0.33216 0.9 -0.8 0.4
P -2.94769 0.70802 -1.80478 -0.1 -1.2 1.0
C -3.31441 -2.22308 1.23927 0.2 2.2 -0.1
H 2.23851 0.00000 3.04940 0.1 0.3 -0.8
Br -2.50456 2.55142 -0.72812 0.2 0.9 -0.2
C 0.13006 -0.31355 0.11343 1.0 1.8 3.5
H 0.64095 -0.54475 2.87119 0.3 0.1 -0.7
H -3.43677 -3.15600 1.68296 -0.1 -1.4 0.6
H 2.25610 0.15144 0.22114 -0.8 0.5 1.2
C -3.13054 0.06596 1.05362 -1.1 2.3 -1.1
C 1.59961 -0.49480 2.29594 -0.7 -0.7 1.0
H 1.95285 -1.58267 2.35521 -0.4 1.4 -1.0
S -3.18772 -2.06711 -0.45535 -0.1 1.1 0.6
```
Forces are in eV/Å.

Calculated total energy ... -3680.8011 Ha
HOMO-LUMO gap (spin up / spin down) ... 7.2 / 7.7 eV
HOMO level (spin up / spin down) ... -8.42 / -7.39 eV
E_LUMO (spin up / spin down) ... -0.0437 / 0.0113 Eh
Molecular weight ... 266.14 g/mol



Computed, not measured: a structure of composition C8H13FINO in a non-equilibrium geometry, with ωB97M-V/def2-TZVPD.

Geometry as XYZ:
```
25
Properties=species:S:1:pos:R:3:forces:R:3
O -0.47753 2.23546 -1.07536 0.1 1.7 -0.7
C 1.53757 0.50720 -0.80833 -1.3 -1.6 0.6
C -0.57019 1.34723 -0.30261 -5.2 -0.9 0.9
F -2.27691 0.76898 1.77828 -0.4 0.3 -1.0
I -2.94352 -0.83467 -0.52603 -0.4 -0.1 -0.1
N 0.24422 0.34545 -0.13356 1.5 -0.2 0.8
H 1.25094 -1.37097 -1.85553 1.6 0.8 1.2
H 2.18696 0.99118 -0.05186 0.1 0.5 -1.2
C 0.26693 -0.48204 1.00682 0.8 -3.5 1.0
H -2.52791 2.97654 0.50259 -0.4 0.8 0.3
C -2.38609 0.99614 0.38161 4.0 -0.6 0.7
C -3.15669 2.19685 0.10436 0.3 0.4 -3.2
C 2.03806 -0.88135 -1.13381 -1.5 -1.2 -0.8
H -4.19428 2.19101 0.40285 -0.1 0.0 0.3
H -3.10502 2.32537 -1.05929 -0.2 -0.1 2.1
H 2.87085 -1.21126 0.85583 -0.2 -1.1 -1.1
H 2.91518 -0.69313 -1.65106 1.9 -0.1 -1.4
H 0.28657 -2.33869 -0.17734 -0.8 -0.6 0.5
H 0.87758 -0.20271 1.86043 0.6 1.1 -0.1
H -0.66242 -0.66003 1.47112 -1.4 0.3 0.0
H 0.95664 -2.53500 1.57188 -0.9 0.1 -0.3
H 1.18164 0.91606 -1.75748 1.3 1.0 0.3
H 2.59902 -2.88791 -0.13466 0.0 2.5 0.1
C 2.26695 -1.77646 0.06388 -1.0 -0.8 1.4
C 0.82144 -1.92325 0.66726 1.7 1.4 -0.2
```
Forces are in eV/Å.

Calculated total energy ... -840.1071 Ha
HOMO-LUMO gap ... 9.3 eV
Energy relative to the best compared isomer or geometry (same formula, charge and spin) ... 0.00 kcal/mol
HOMO level ... -8.80 eV
E_LUMO ... 0.0174 Eh
Molecular weight ... 285.10 g/mol



Computed, not measured: a cluster of 2 separate species, C8H13IO in total in a non-equilibrium geometry, with ωB97M-V/def2-TZVPD.

Geometry as XYZ:
```
23
Properties=species:S:1:pos:R:3:forces:R:3
C 1.46198 0.38030 -0.14170 0.4 0.6 0.8
C -3.35674 0.24862 0.03716 0.7 0.0 -3.4
H -0.89709 0.89458 0.58786 -0.5 -1.0 0.6
C 0.36427 -0.55896 -0.05729 1.0 -1.5 0.7
I 4.31847 -0.27352 -0.94410 0.2 -0.3 0.1
H 5.63214 1.84848 -0.15331 2.6 1.4 -1.4
H -3.46369 -0.25838 0.90624 -0.9 -1.5 2.9
C -2.10343 -0.40380 -0.67399 -1.0 1.4 2.0
H 4.68720 2.74260 1.64098 0.3 0.8 0.3
O 0.78888 0.14779 -1.25893 0.1 0.0 -1.7
H -1.12473 -0.88671 1.30456 -0.5 1.3 -0.8
H -2.75911 -2.08153 -1.78553 -0.2 -0.9 0.8
C -2.32757 -1.93092 -0.78683 3.6 1.5 -0.8
H -1.96104 0.24286 -1.57741 0.5 -1.2 0.5
H -2.84944 -2.15028 0.14310 -0.3 -0.9 -0.5
H -1.17931 -2.31512 -0.71699 -3.1 0.0 -0.5
C -0.97880 -0.20847 0.40305 -0.3 0.9 -0.1
C 4.23912 1.85953 1.25582 0.7 -0.3 0.6
H 3.46503 1.48294 1.86841 -1.0 -0.6 0.0
H 0.70160 -1.61743 0.03010 -0.4 0.6 -0.5
H -4.25261 0.25090 -0.56702 -0.4 -0.8 -0.3
C 4.89138 1.30641 0.26125 -2.5 -1.0 0.4
H -3.29650 1.28010 0.22455 0.9 1.5 0.5
```
Forces are in eV/Å.

Calculated total energy ... -685.2460 Ha
HOMO-LUMO gap (spin up / spin down) ... 7.3 / 7.5 eV
HOMO level (spin up / spin down) ... -6.59 / -9.12 eV
E_LUMO (spin up / spin down) ... 0.0250 / -0.0581 Eh
Molecular weight ... 252.10 g/mol
2S+1 ... 3



Computed, not measured: a structure of composition C8H13K2NO8S in a non-equilibrium geometry, with ωB97M-V/def2-TZVPD.

Geometry as XYZ:
```
33
Properties=species:S:1:pos:R:3:forces:R:3
O -3.21278 -1.98176 -7.37469 -4.5 2.7 1.5
H -2.55563 -3.39133 4.62605 0.0 -0.3 -0.2
O -2.62342 -3.10596 -9.20400 -1.8 0.1 -1.0
H -1.23071 1.14003 -1.73525 0.5 0.0 0.7
C -2.06544 -1.58423 3.56739 0.8 -0.1 0.4
K -5.96229 1.70062 -5.75072 0.6 -0.2 0.1
O -1.29151 -2.69302 -7.60235 9.1 -0.6 4.4
C 3.77610 3.99275 1.20798 0.2 -0.2 0.8
H -2.47942 -1.06087 2.70552 -0.3 -0.3 0.1
H -2.97532 -3.37454 2.85038 -0.2 -0.3 0.4
C -1.70326 0.47007 -2.45353 -0.9 2.2 -2.4
O -1.04500 -3.81984 3.26982 0.8 2.1 0.2
H -2.75592 0.41617 -2.17581 -0.3 -0.9 1.0
H 5.72184 4.90589 0.96295 0.1 0.2 0.3
C 3.91357 3.64127 3.41566 -0.9 0.5 -0.2
H 3.27232 3.74933 0.28421 0.6 0.7 -0.4
O 1.28790 -2.97232 3.93649 -1.8 0.5 -0.5
C -2.25182 -3.10400 3.61944 -0.9 -0.5 -0.5
H -2.68204 -1.42029 -6.80488 0.1 -0.1 0.4
H 3.44011 3.22216 4.29121 0.7 0.4 0.5
C 5.06244 4.35557 3.07810 -1.2 -1.3 -0.2
S 0.18280 -2.73023 3.04215 0.8 -0.7 -0.5
O -0.66747 -1.40594 3.54313 2.5 -1.1 -0.8
H 5.83280 4.61010 3.79096 0.1 0.1 -0.3
O -1.75214 1.08913 -3.71659 0.1 -0.5 0.4
H 2.19099 3.10737 2.28396 0.4 0.0 0.0
C 4.99312 4.51674 1.65858 -0.9 -0.2 -0.8
H -2.32672 -1.13637 4.52617 -0.6 0.1 -0.3
N 3.12045 3.50234 2.29914 0.9 0.0 0.3
C -2.32608 -2.60868 -8.10947 -3.0 -2.2 -4.9
H -1.18002 -0.48609 -2.46223 0.1 -0.8 0.3
O 0.51925 -2.75124 1.63061 -1.1 0.5 1.6
K -0.22673 -4.79279 -3.20039 -0.1 0.4 -0.3
```
Forces are in eV/Å.

Calculated total energy ... -2567.1227 Ha
HOMO-LUMO gap ... 3.2 eV
HOMO level ... -4.98 eV
E_LUMO ... -0.0635 Eh
Molecular weight ... 361.45 g/mol



- Among the records above, which one has the highest calculated total energy?
  C8H12O2